Record 1
ORCA calculation (the ωB97M-V functional and the def2-TZVPD basis) on C10H15N5O4 in the gas phase at a distorted geometry.

CARTESIAN COORDINATES (ANGSTROEM)
C: -2.51447 -0.52740 -0.32932
C: -0.95695 -0.49553 -0.07878
C: -3.31798 0.30415 0.71184
C: -4.88752 0.63733 0.54311
C: 1.10599 0.85806 0.01127
C: 1.54084 2.38996 -0.21009
C: 2.04632 0.05685 -0.86263
C: 3.18722 -0.37371 -0.14455
C: 4.00818 -1.44853 -0.17134
C: 5.02316 -0.06018 1.11344
H: -2.42737 -2.39854 -1.22643
H: -3.03365 -2.37712 0.60431
H: -2.77416 -0.10788 -1.31885
H: -2.72972 1.11833 1.19736
H: -3.47274 -0.56491 1.55522
H: -5.17027 -0.91599 -0.78252
H: -6.51486 0.14208 -0.89583
H: -0.91470 1.66124 -0.35360
H: 1.23990 0.61242 1.10563
H: 2.63658 0.78125 -1.59956
H: 1.50354 -0.82023 -1.42612
H: 3.63956 -2.47709 -0.47691
H: 5.81207 0.39416 1.65898
H: 5.93020 -2.02952 0.56013
H: 3.47538 1.96229 -0.19248
N: -3.07339 -1.85024 -0.51253
N: -5.63644 -0.18226 -0.24120
N: -0.35430 0.65694 -0.32034
N: 3.90249 0.59114 0.61893
N: 5.08362 -1.37021 0.66101
O: -0.39930 -1.55129 0.29774
O: -5.26649 1.53455 1.20913
O: 0.47219 3.09279 -0.28107
O: 2.83708 2.75710 -0.42395

The LUMO energy comes out at 0.3 eV. The molar mass is 269.3 g mol⁻¹. As for the structure (SMILES): NC(=O)C[C@H](N)C(=O)N[C@@H](Cc1c[nH]cn1)C(=O)O. Its gap between HOMO and LUMO is 9.57 eV. The energy relative to the best compared isomer or geometry (same formula, charge and spin) is 122.95 kcal per mole.

Record 2
ORCA calculation (the ωB97M-V functional and the def2-TZVPD basis) on 2 unconnected molecules or ions with the total composition C3H9OS at a distorted geometry.

CARTESIAN COORDINATES (ANGSTROEM)
C: -0.72226 1.64718 -2.05912
O: -1.56261 0.61975 -1.65001
H: 0.26838 1.26310 -2.34899
H: -0.40089 2.33868 -1.25656
H: -1.10064 2.20010 -2.91608
C: 0.65562 0.09534 2.16020
S: 0.10089 -0.60207 0.44351
C: 0.40369 -2.31113 0.54359
H: 0.46475 1.15638 2.05304
H: 0.08173 -0.43707 2.91716
H: 1.70013 -0.19973 2.14547
H: 0.78431 -2.81789 -0.32907
H: -1.05677 -0.07133 -1.16705
H: 0.38368 -2.88130 1.46390

The LUMO energy comes out at 3.9 eV. As for the total charge: -1. The molar mass is 93.2 g mol⁻¹. Its gap between HOMO and LUMO is 4.62 eV. The energy relative to the best compared isomer or geometry (same formula, charge and spin) is 88.03 kcal per mole.

Record 3
ORCA calculation (the ωB97M-V functional and the def2-TZVPD basis) on a molecular structure, C3H6NS2 at a distorted geometry.

CARTESIAN COORDINATES (ANGSTROEM)
C: -1.22116 0.98485 0.08026
C: 1.69777 1.24276 -0.33474
C: -0.71999 -1.74398 0.10265
N: 0.62645 0.96431 0.30384
S: -1.83458 2.38900 0.49280
S: -1.87466 -0.42307 -0.59820
H: 1.68310 2.19902 -0.80006
H: 2.58912 0.58635 -0.43563
H: -1.04866 -2.64763 -0.35768
H: -1.03096 -1.93426 1.12801
H: 0.28926 -1.69498 -0.34773
H: 0.84432 0.07763 0.76648

The LUMO energy comes out at -5.5 eV. As for the total charge: +1. The molar mass is 120.2 g mol⁻¹. Its gap between HOMO and LUMO is 8.49 eV. The energy relative to the best compared isomer or geometry (same formula, charge and spin) is 62.13 kcal per mole.

Record 4
ORCA calculation (the ωB97M-V functional and the def2-TZVPD basis) on a molecular structure, C28H19CaF12N5O13S3 at a distorted geometry.

CARTESIAN COORDINATES (ANGSTROEM)
Ca: 0.32822 -0.66643 0.54025
F: -1.34535 -1.40301 5.19302
C: -1.10421 -0.11389 4.95396
F: -0.33190 0.36211 5.93307
F: -2.25623 0.54726 4.95900
S: -0.24625 0.06010 3.33871
O: -1.15879 -0.51392 2.37642
O: 1.03277 -0.61070 3.39581
N: -0.12747 1.60794 3.23592
S: 1.26762 2.24784 2.82064
O: 2.27467 2.24514 3.83860
O: 1.63425 1.84126 1.48550
C: 0.73725 4.02381 2.72253
F: 0.85123 4.59518 3.92758
F: -0.49771 4.19057 2.29229
F: 1.57874 4.65110 1.88957
S: 4.53279 -0.43692 -2.11215
C: 5.07045 -0.34323 -0.46832
C: 6.36204 -0.26695 0.04345
C: 6.51898 -0.21014 1.41570
C: 5.40544 -0.23023 2.26446
C: 4.12418 -0.30726 1.75770
C: 3.95547 -0.36240 0.37338
N: 2.73269 -0.44307 -0.26955
C: 2.86391 -0.49362 -1.55995
C: 1.75210 -0.65777 -2.51622
C: 2.05094 -0.74187 -3.88410
C: 1.04209 -1.01972 -4.78597
C: -0.24848 -1.23239 -4.29987
C: -0.51362 -1.11208 -2.94444
C: 0.45767 -0.79014 -1.97813
H: 7.22175 -0.25472 -0.61498
H: 7.51495 -0.15071 1.83744
H: 5.54748 -0.18144 3.33651
H: 3.26224 -0.32214 2.41137
H: 3.06268 -0.60443 -4.25621
H: 1.25448 -1.09125 -5.84657
H: -1.04732 -1.48643 -4.99108
H: -1.53937 -1.27777 -2.61674
C: -0.32307 4.30898 -0.62748
C: -0.97682 2.95637 -0.79553
C: -0.91000 2.40879 -2.18956
O: -0.54691 2.05130 0.21578
H: -0.29145 4.85239 -1.57179
H: 0.69658 4.12256 -0.28880
H: -0.85079 4.90374 0.11323
H: -1.54284 3.02701 -2.83185
H: -1.23339 1.37539 -2.22730
H: 0.11615 2.45734 -2.55769
C: -0.46578 -4.95989 0.49692
C: 0.75658 -4.05719 0.72988
O: 0.49082 -2.76797 0.48727
C: 1.89266 -4.51609 -0.22177
F: 3.00185 -3.76930 -0.11817
F: 2.28178 -5.80622 -0.01966
F: 1.49312 -4.44453 -1.50018
C: 1.21094 -4.23016 2.20263
F: 1.47111 -5.51850 2.55094
F: 2.31573 -3.52861 2.49790
F: 0.24540 -3.80906 3.03546
H: -0.74588 -4.88183 -0.55169
H: -1.28495 -4.56156 1.09303
H: -0.29277 -6.00565 0.75561
O: -7.50142 1.69573 -2.99364
N: -6.59666 2.40213 -2.56052
O: -6.59660 3.62284 -2.67376
C: -5.48642 1.77217 -1.90963
C: -4.46579 2.55444 -1.36562
C: -3.39383 1.97183 -0.75882
C: -3.20922 0.51924 -0.66595
O: -2.19192 -0.04655 -0.28399
C: -4.38387 -0.19403 -1.16691
C: -5.44638 0.38777 -1.79845
N: -4.43824 -1.65111 -1.04216
O: -5.03143 -2.27320 -1.91833
O: -3.95323 -2.16415 -0.05960
N: -2.41684 2.96065 -0.19464
O: -1.71414 2.30562 1.02930
O: -2.93521 4.07500 0.07695
H: -4.52683 3.63125 -1.39367
H: -6.24041 -0.22461 -2.19631

The LUMO energy comes out at 3.9 eV. As for the total charge: -2. The molar mass is 997.7 g mol⁻¹. Its gap between HOMO and LUMO is 6.85 eV.

Record 5
ORCA calculation (the ωB97M-V functional and the def2-TZVPD basis) on C3H6FOP in the gas phase at a distorted geometry.

CARTESIAN COORDINATES (ANGSTROEM)
C: -1.34083 0.90675 1.43015
C: -0.67700 0.04280 0.60887
C: 0.20820 0.44643 -0.37204
O: 1.53959 -1.94186 -0.72434
F: 1.10349 -1.91244 -3.19832
P: 0.96547 -0.71614 -1.58432
H: -1.76255 0.55544 2.29668
H: -1.36193 1.87447 1.19592
H: -0.51362 -1.04600 0.74693
H: 0.24332 1.41086 -0.91299
H: 2.28907 -2.34008 -1.19524
H: 2.06977 -0.11194 -2.14530

The LUMO energy (alpha / beta) comes out at -1.1 / -1.1 eV. The molar mass is 108.1 g mol⁻¹. As for the structure (SMILES): C=CC=[P@@H](O)F. Its gap between HOMO and LUMO (alpha / beta) is 7.40 / 7.29 eV. The energy relative to the best compared isomer or geometry (same formula, charge and spin) is 48.68 kcal per mole.

Record 6
ORCA calculation (the ωB97M-V functional and the def2-TZVPD basis) on a molecular structure, C6H8N2O at a distorted geometry.

CARTESIAN COORDINATES (ANGSTROEM)
C: 0.79931 -0.02712 0.99242
C: 0.66629 0.97770 -0.15097
C: -1.39826 0.40089 -0.06732
C: -0.69590 -0.31898 1.15366
C: -0.78790 -0.79460 -0.81974
C: 0.55191 -0.43622 -1.00416
H: 2.60557 -0.48725 -0.06508
H: 1.18717 0.54909 1.80109
H: 1.75066 1.38125 0.33429
H: -0.63310 1.98137 -0.94357
H: -2.48179 0.38560 -0.02933
H: -1.09993 -0.71936 2.16244
H: -1.34350 -1.35973 -1.58772
H: 0.75508 -0.65193 -2.10598
N: 1.60351 -0.87661 0.02260
N: -0.59694 1.58680 -0.04138
O: -0.88217 -1.59093 0.34873

The LUMO energy comes out at 0.8 eV. The molar mass is 124.1 g mol⁻¹. Its gap between HOMO and LUMO is 9.20 eV. The energy relative to the best compared isomer or geometry (same formula, charge and spin) is 160.33 kcal per mole.

Calculated total energy for the records above, in order: -26251.238 -16137.239 -26358.640 -146961.956 -17259.273 -11372.394 eV